The following is a quantum chemistry calculation of a cluster of 12 separate species, C62H133N5O21 in total in a non-equilibrium geometry, from OMol25.

```
221
Properties=species:S:1:pos:R:3
C -17.39 -0.99 -17.92
O -18.59 -0.80 -17.13
C -18.17 -0.61 -15.76
C -19.37 -0.12 -14.98
O -19.27 1.26 -14.82
C -20.33 1.77 -14.04
C -20.42 3.31 -14.09
O -19.46 3.97 -13.29
C -18.28 4.35 -13.96
H -16.74 -0.13 -17.76
H -17.73 -1.10 -18.93
H -16.94 -1.95 -17.55
H -17.45 0.19 -15.76
H -17.85 -1.56 -15.21
H -19.40 -0.63 -13.96
H -20.25 -0.38 -15.53
H -20.28 1.52 -12.95
H -21.31 1.39 -14.32
H -21.38 3.51 -13.70
H -20.32 3.73 -15.16
H -18.46 4.94 -14.88
H -17.67 3.44 -14.26
H -17.73 4.87 -13.19
C -30.78 5.98 -10.00
O -30.77 6.97 -11.07
C -31.66 6.70 -12.17
C -31.01 5.84 -13.26
O -30.86 4.48 -12.77
C -30.10 3.64 -13.73
C -30.07 2.17 -13.21
O -31.01 1.34 -13.84
C -32.36 1.88 -13.77
H -30.59 5.00 -10.43
H -31.70 6.03 -9.43
H -29.98 6.11 -9.33
H -31.78 7.63 -12.64
H -32.65 6.34 -11.79
H -30.03 6.31 -13.48
H -31.63 5.78 -14.15
H -29.14 4.13 -13.67
H -30.48 3.74 -14.79
H -30.11 2.25 -12.14
H -29.09 1.69 -13.39
H -33.00 1.17 -14.27
H -32.38 2.86 -14.30
H -32.61 2.06 -12.74
C -18.57 4.11 -21.43
O -18.93 2.79 -21.14
C -19.27 2.61 -19.86
C -19.88 1.19 -19.66
O -21.27 1.37 -19.94
C -22.05 0.27 -19.56
C -22.01 -0.97 -20.48
O -21.29 -2.03 -19.96
C -22.06 -2.94 -19.13
H -18.56 4.21 -22.51
H -17.67 4.47 -20.97
H -19.35 4.78 -21.06
H -20.14 3.23 -19.48
H -18.44 2.71 -19.11
H -19.69 0.79 -18.67
H -19.56 0.49 -20.46
H -23.05 0.64 -19.54
H -21.81 -0.08 -18.57
H -21.58 -0.73 -21.45
H -23.03 -1.27 -20.64
H -21.27 -3.59 -18.71
H -22.70 -3.53 -19.87
H -22.70 -2.46 -18.39
C -27.76 3.01 -10.06
O -27.13 2.43 -11.20
C -26.93 3.56 -12.11
C -26.08 4.71 -11.55
O -25.54 5.40 -12.63
C -25.22 6.71 -12.39
C -23.87 6.99 -11.79
O -22.91 6.35 -12.58
C -21.72 5.95 -11.82
H -27.99 2.29 -9.29
H -28.66 3.50 -10.31
H -27.10 3.66 -9.49
H -27.91 4.04 -12.40
H -26.42 3.03 -12.90
H -25.32 4.44 -10.78
H -26.76 5.42 -11.09
H -26.11 7.06 -11.81
H -25.29 7.23 -13.31
H -23.83 6.69 -10.76
H -23.77 8.13 -11.70
H -22.11 5.13 -11.22
H -21.28 6.75 -11.22
H -20.95 5.64 -12.48
C -33.34 2.95 -17.87
O -33.17 3.87 -16.83
C -33.14 5.20 -17.31
C -31.81 5.59 -17.83
O -31.77 6.97 -18.17
C -31.64 7.80 -17.03
C -30.34 8.56 -16.95
O -30.52 9.78 -17.60
C -30.04 9.98 -18.91
H -33.93 3.37 -18.67
H -33.82 2.12 -17.45
H -32.32 2.59 -18.23
H -33.39 5.76 -16.39
H -33.88 5.29 -18.14
H -31.58 5.03 -18.69
H -31.04 5.29 -17.07
H -31.74 7.22 -16.09
H -32.45 8.54 -17.09
H -29.52 7.96 -17.46
H -30.00 8.71 -15.87
H -30.39 9.17 -19.57
H -28.94 10.08 -18.99
H -30.49 10.92 -19.27
C -29.88 2.08 -16.91
O -28.85 2.74 -16.24
C -27.71 1.94 -16.15
C -26.47 2.63 -15.65
O -25.87 3.47 -16.64
C -25.20 4.55 -16.08
C -23.99 4.17 -15.30
O -22.89 3.82 -16.11
C -22.80 2.64 -16.92
H -30.04 1.01 -16.49
H -29.83 2.10 -18.01
H -30.83 2.58 -16.65
H -27.60 1.38 -17.07
H -27.92 1.19 -15.38
H -25.73 1.83 -15.37
H -26.62 3.29 -14.77
H -25.92 5.15 -15.46
H -24.87 5.19 -16.91
H -24.16 3.40 -14.58
H -23.60 5.02 -14.70
H -23.40 1.79 -16.69
H -21.76 2.25 -16.89
H -23.06 2.91 -17.93
C -21.01 -3.29 -15.08
O -22.18 -2.54 -15.08
C -23.06 -2.77 -14.01
C -22.74 -1.76 -12.93
O -23.91 -1.72 -12.15
C -23.80 -0.83 -11.07
C -23.87 0.68 -11.37
O -22.59 1.10 -10.94
C -22.47 2.51 -10.97
H -20.56 -3.12 -16.02
H -21.02 -4.38 -14.96
H -20.23 -2.84 -14.33
H -22.84 -3.68 -13.50
H -24.09 -2.71 -14.23
H -22.42 -0.84 -13.40
H -21.80 -2.03 -12.41
H -22.80 -0.86 -10.58
H -24.67 -1.15 -10.47
H -24.64 1.18 -10.75
H -24.03 0.90 -12.40
H -21.58 2.82 -10.51
H -23.33 3.02 -10.35
H -22.53 2.90 -11.95
C -32.94 -2.68 -20.42
C -32.14 -1.49 -21.01
C -31.53 -0.50 -19.96
C -30.67 -1.15 -19.05
N -30.11 -1.92 -18.39
H -33.36 -3.26 -21.22
H -33.67 -2.45 -19.67
H -32.28 -3.29 -19.83
H -32.87 -0.86 -21.57
H -31.38 -1.80 -21.77
H -32.37 -0.04 -19.47
H -30.88 0.22 -20.46
C -25.60 -3.83 -17.35
C -26.93 -3.23 -17.77
C -26.72 -2.00 -18.64
C -25.89 -0.98 -18.01
N -25.37 -0.03 -17.56
H -25.23 -3.09 -16.59
H -24.93 -3.90 -18.28
H -25.67 -4.76 -16.85
H -27.58 -2.98 -16.89
H -27.50 -3.81 -18.43
H -27.69 -1.54 -18.97
H -26.20 -2.42 -19.55
C -32.02 -3.86 -16.06
C -31.78 -2.92 -14.87
C -31.25 -1.58 -15.30
C -32.17 -0.76 -16.04
N -32.83 -0.11 -16.75
H -32.37 -4.87 -15.75
H -31.09 -3.93 -16.65
H -32.79 -3.33 -16.58
H -31.07 -3.27 -14.19
H -32.68 -2.60 -14.31
H -30.30 -1.70 -15.83
H -30.81 -1.05 -14.44
C -27.63 7.05 -19.59
C -28.77 6.09 -20.00
C -28.54 4.75 -19.30
C -29.01 3.64 -20.05
N -29.36 2.67 -20.56
H -27.90 8.04 -19.83
H -26.73 6.76 -20.13
H -27.46 6.91 -18.45
H -28.81 5.92 -21.09
H -29.83 6.35 -19.85
H -28.89 4.64 -18.28
H -27.49 4.56 -19.17
C -28.77 -0.61 -11.24
C -27.34 -1.02 -11.52
C -26.82 -0.64 -12.92
C -27.57 -1.35 -13.95
N -28.18 -2.01 -14.65
H -29.37 -1.04 -12.04
H -28.89 0.46 -11.16
H -29.12 -1.03 -10.31
H -27.29 -2.14 -11.40
H -26.63 -0.65 -10.77
H -25.80 -0.90 -13.13
H -26.89 0.43 -13.05
```

Computed properties:
Largest force on an atom   4.18 eV/A
SMILES string   COCCOCCOC.COCCOCCOC.COCCOCCOC.COCCOCCOC.COCCOCCOC.COCCOCCOC.COCCOCCOC.CCCC#N.CCCC#N.CCCC#N.CCCC#N.CCCC#N
Calculated total energy   -4295.3298 Eh

---

The following is a quantum chemistry calculation of a cluster of 2 separate species, C5H14 in total in a non-equilibrium geometry, from OMol25.

```
19
Properties=species:S:1:pos:R:3
C 0.38 -2.86 1.17
C -0.14 -2.94 -0.24
H 0.78 -3.84 1.45
H 1.21 -2.16 1.29
H -0.38 -2.64 1.92
H -0.50 -1.98 -0.62
H 0.67 -3.19 -0.93
H -0.91 -3.70 -0.35
C 0.36 2.37 0.03
C 0.62 1.80 -1.39
C -1.12 2.29 0.43
H 1.02 1.77 0.66
H 0.58 3.44 0.01
H 0.78 0.72 -1.37
H -1.83 2.69 -0.28
H 1.37 2.35 -1.94
H -0.33 1.90 -1.93
H -1.29 1.23 0.68
H -1.25 2.75 1.41
```

Computed properties:
Largest force on an atom   2.15 eV/A
SMILES string   CCC.CC
Calculated total energy   -198.8752 Eh

---

The following is a quantum chemistry calculation of a structure of composition C25H39BrF2N4O11PSV in a non-equilibrium geometry, from OMol25.

```
85
Properties=species:S:1:pos:R:3
C 6.29 -2.19 -3.70
S 5.27 -0.78 -3.35
O 5.73 -0.23 -2.10
O 3.92 -1.26 -3.44
C 5.57 0.56 -4.60
C 4.44 0.88 -5.64
C 3.05 0.22 -5.65
C 1.98 0.96 -4.84
C 1.70 0.41 -3.47
O 1.09 -0.89 -3.62
C 0.97 -1.56 -2.50
O 0.26 -2.52 -2.35
C 6.86 0.20 -5.41
N 7.99 0.42 -4.52
C 7.64 1.37 -3.55
O 8.33 1.74 -2.66
C 6.20 1.80 -3.89
P 5.27 2.69 -2.60
O 5.78 2.68 -1.24
O 3.76 2.18 -2.69
O 5.20 4.13 -3.33
H 6.38 -2.42 -4.76
H 7.25 -2.06 -3.20
H 5.73 -2.99 -3.21
H 4.89 0.75 -6.62
H 4.26 1.96 -5.55
H 3.07 -0.83 -5.38
H 2.73 0.26 -6.69
H 2.22 2.04 -4.79
H 0.97 0.96 -5.29
H 0.99 1.09 -2.99
H 2.57 0.30 -2.82
H 1.50 -1.13 -1.63
H 6.85 -0.73 -5.97
H 6.92 0.97 -6.18
H 8.49 -0.37 -4.15
H 6.29 2.51 -4.72
H 3.35 2.22 -3.57
H 4.41 4.60 -3.04
C -3.13 -2.35 7.59
N -2.89 -1.95 6.20
C -1.86 -1.10 6.02
C -1.54 -0.64 4.77
C -2.29 -1.06 3.68
C -3.36 -1.93 3.89
C -3.64 -2.35 5.17
C -1.98 -0.58 2.31
C -1.70 -1.47 1.28
C -1.46 -0.98 0.01
N -1.49 0.35 -0.22
C -1.73 1.22 0.77
C -1.97 0.79 2.04
C -1.24 0.84 -1.59
H -3.18 -1.36 8.18
H -2.26 -2.89 7.95
H -4.02 -2.96 7.67
H -1.34 -0.81 6.93
H -0.71 0.04 4.66
H -3.99 -2.26 3.07
H -4.47 -3.01 5.40
H -1.67 -2.53 1.44
H -1.22 -1.62 -0.83
H -1.72 2.27 0.49
H -2.18 1.51 2.82
H -0.39 1.51 -1.58
H -2.12 1.35 -1.98
H -1.03 -0.04 -2.20
Br 5.16 6.84 -2.50
C -8.16 -2.59 4.61
O -7.36 -3.40 5.04
N -7.92 -1.27 4.56
C -8.83 -0.28 4.02
C -6.64 -0.86 5.11
H -9.14 -2.88 4.20
H -8.37 0.23 3.17
H -9.09 0.46 4.77
H -9.74 -0.78 3.68
H -5.85 -1.36 4.56
H -6.57 -1.16 6.16
H -6.52 0.22 5.04
F -2.67 -0.51 9.26
O -6.29 4.14 5.47
V -7.78 3.51 5.22
O -9.13 2.62 4.86
F -0.70 0.98 -4.70
```

Computed properties:
Largest force on an atom   1.95 eV/A
Calculated total energy   -6479.5698 Eh

---

The following is a quantum chemistry calculation of a cluster of 2 separate species, C7H14NO3 in total in a non-equilibrium geometry, from OMol25.

```
25
Properties=species:S:1:pos:R:3
C -0.91 -2.76 -0.80
C -0.35 -1.76 -1.47
C -1.10 -0.56 -1.46
C 0.95 -1.61 -2.16
C 1.69 0.39 1.72
C 0.99 1.19 0.65
C -0.60 0.70 0.48
N -1.51 1.77 0.13
O -2.01 0.07 -1.87
O 0.87 2.65 0.85
O -1.10 0.02 1.62
H -0.53 -3.78 -0.51
H -1.86 -2.54 -0.42
H 1.69 -2.24 -1.80
H 0.94 -1.68 -3.22
H 1.01 -0.52 -1.96
H 2.70 0.50 1.59
H 1.45 0.98 2.67
H 1.38 -0.68 1.86
H 1.20 1.19 -0.39
H -2.42 1.63 0.73
H -1.03 2.59 0.32
H -1.93 1.49 -0.85
H 1.21 2.79 1.80
H -0.71 0.17 2.51
```

Computed properties:
Largest force on an atom   5.98 eV/A
Calculated total energy   -555.1778 Eh
Net charge   +1

---

The following is a quantum chemistry calculation of a structure of composition C30H47BInO2P2 in a non-equilibrium geometry, from OMol25.

```
83
Properties=species:S:1:pos:R:3
In 0.46 -0.51 -0.26
C -0.29 -3.01 2.94
C 1.06 -3.17 2.55
C 0.97 -1.59 4.22
C -0.35 -2.04 3.98
C 1.84 -2.27 3.33
C -1.46 -3.71 2.37
H -1.19 -4.25 1.46
H -2.27 -3.01 2.13
H -1.87 -4.45 3.08
C -1.55 -1.61 4.71
H -2.34 -2.37 4.66
H -1.98 -0.66 4.34
H -1.31 -1.45 5.77
C 1.35 -0.59 5.24
H 0.80 -0.79 6.17
H 1.11 0.43 4.95
H 2.42 -0.65 5.47
C 3.29 -2.03 3.20
H 3.88 -2.52 4.00
H 3.52 -0.96 3.25
H 3.68 -2.42 2.25
C 1.56 -4.01 1.43
H 2.00 -4.96 1.77
H 2.34 -3.48 0.87
H 0.76 -4.26 0.74
C -1.44 0.73 -4.72
C -1.78 -0.59 -4.65
C -0.94 -1.68 -5.23
C 0.59 -1.44 -5.25
C 1.21 -0.73 -4.06
C 1.51 0.58 -4.08
C 0.97 1.56 -5.09
C -0.45 1.25 -5.69
H -1.25 -1.83 -6.28
H 0.86 -0.89 -6.17
H -1.13 -2.61 -4.70
H -0.36 0.59 -6.56
H -2.08 1.49 -4.26
H -2.79 -0.86 -4.34
H -0.82 2.22 -6.05
H 0.94 2.55 -4.61
H 2.31 1.01 -3.48
H 1.65 1.66 -5.96
H 1.05 -2.43 -5.33
H 1.60 -1.39 -3.27
P -1.67 0.38 -1.36
P 1.80 1.64 -0.70
C -0.69 1.74 -2.18
C 0.49 2.61 -1.57
H -1.44 2.46 -2.55
H -0.19 1.21 -3.00
H 0.98 3.16 -2.40
H 0.08 3.37 -0.89
C 2.52 2.56 0.67
H 3.50 2.10 0.88
H 1.88 2.48 1.55
H 2.64 3.60 0.34
C 3.34 0.90 -1.39
H 3.89 1.65 -1.99
H 3.13 0.02 -2.02
H 3.99 0.57 -0.56
C -3.44 0.64 -1.42
H -3.97 -0.33 -1.35
H -3.70 1.14 -2.38
H -3.72 1.27 -0.56
C -1.45 -1.34 -2.07
H -1.15 -2.10 -1.31
H -0.63 -1.32 -2.80
H -2.39 -1.72 -2.49
O -1.82 0.95 1.87
B -0.44 0.78 1.49
O 0.32 1.62 2.39
C -0.57 2.34 3.13
C -0.32 3.29 4.09
C -1.43 3.79 4.79
C -2.72 3.36 4.49
C -2.96 2.43 3.48
C -1.86 1.92 2.82
H 0.70 3.63 4.30
H -1.27 4.52 5.58
H -3.56 3.75 5.06
H -3.96 2.08 3.22
```

Computed properties:
Largest force on an atom   3.50 eV/A
Calculated total energy   -2219.1094 Eh
Net charge   +1

---

What is the largest force on an atom in the first record?
4.18 eV/A

---

The lowest calculated total energy belongs to which entry?
C25H39BrF2N4O11PSV

---

The highest calculated total energy belongs to which entry?
C5H14

---

Among the records above, which one has the lowest largest force on an atom?
C25H39BrF2N4O11PSV